The following is a quantum chemistry calculation of C6H11N3OS in the gas phase in a non-equilibrium geometry, from the OMol25 dataset.

CARTESIAN COORDINATES (ANGSTROEM)
C  -1.01  -0.18  -2.65
C  0.33  -0.23  -0.61
C  1.04  -0.78  1.69
C  -1.15  0.38  1.34
C  1.02  1.60  0.90
C  0.29  0.24  0.84
N  -1.12  -1.50  -2.67
N  -0.48  -2.46  -2.30
N  -0.61  0.35  -1.42
O  1.16  -1.00  -1.04
S  -1.69  0.79  -3.81
H  0.52  -1.74  1.69
H  1.12  -0.43  2.72
H  2.04  -0.94  1.30
H  -1.63  1.28  0.97
H  -1.74  -0.49  1.05
H  -1.15  0.43  2.43
H  0.54  2.34  0.26
H  2.05  1.49  0.59
H  1.00  1.97  1.92
H  -1.07  1.21  -1.13
H  0.53  -2.32  -2.08

Spin multiplicity = 1
Orbital gap (alpha / beta) = 7.80 / 7.81 eV
Highest occupied orbital energy (alpha / beta) = -0.3170 / -0.3170 Eh
Structure (SMILES) = [H]/N=N\C(=S)NC(=O)C(C)(C)C
Calculated total energy = -23751.593 eV
Energy relative to the best compared isomer or geometry (same formula, charge and spin) = 1.897 eV


The following is a quantum chemistry calculation of C27H31N3O7 in the gas phase in a non-equilibrium geometry, from the OMol25 dataset.

CARTESIAN COORDINATES (ANGSTROEM)
C  -2.55  4.54  1.34
C  -1.54  4.00  2.00
C  -0.12  4.02  1.53
N  0.35  2.68  1.24
C  0.67  1.77  2.23
C  1.34  2.00  3.42
C  1.63  0.91  4.23
C  1.28  -0.38  3.86
C  0.58  -0.60  2.68
C  0.27  0.48  1.88
C  -0.56  0.56  0.62
C  -0.25  -0.56  -0.33
N  0.70  -0.55  -1.20
C  1.34  0.65  -1.42
C  0.92  1.84  -0.95
C  1.49  3.12  -1.41
O  0.92  4.18  -1.37
O  2.73  2.97  -1.90
C  3.34  4.15  -2.42
H  2.88  4.43  -3.36
H  3.23  4.97  -1.71
H  4.39  3.91  -2.56
C  -0.18  1.95  0.09
H  -1.03  2.50  -0.33
C  2.50  0.50  -2.37
O  3.58  0.08  -2.06
O  2.14  0.83  -3.61
C  3.16  0.71  -4.60
H  2.71  1.02  -5.54
H  3.51  -0.32  -4.66
H  4.00  1.36  -4.35
N  -1.11  -1.59  -0.12
C  -1.22  -2.84  -0.72
O  -2.17  -3.53  -0.40
C  -0.16  -3.26  -1.69
H  -0.66  -3.79  -2.50
C  0.85  -4.23  -1.04
C  0.20  -5.58  -0.73
H  -0.66  -5.45  -0.08
H  0.91  -6.24  -0.23
H  -0.14  -6.06  -1.64
C  1.46  -3.63  0.22
H  1.86  -2.63  0.02
H  2.28  -4.25  0.58
H  0.72  -3.55  1.01
H  1.65  -4.39  -1.77
H  0.36  -2.39  -2.07
C  -2.18  -1.21  0.81
C  -3.53  -1.62  0.22
O  -3.91  -1.29  -0.87
O  -4.26  -2.27  1.12
C  -5.53  -2.73  0.68
H  -6.08  -1.93  0.19
H  -5.39  -3.55  -0.03
H  -6.06  -3.08  1.56
C  -2.05  0.31  0.93
H  -2.34  0.67  1.91
H  -2.67  0.79  0.17
H  -2.05  -1.73  1.77
H  0.29  -1.60  2.40
H  1.53  -1.21  4.50
H  2.16  1.07  5.16
H  1.63  2.99  3.72
H  -0.02  4.61  0.61
H  0.53  4.44  2.29
H  -1.71  3.45  2.92
H  -3.56  4.49  1.70
H  -2.39  5.08  0.42

Spin multiplicity = 1
Orbital gap = 7.74 eV
Highest occupied orbital energy = -0.2884 Eh
Structure (SMILES) = C=CCN1c2ccccc2[C@]23C[C@@H](C(=O)OC)N(C(=O)CC(C)C)C2=NC(C(=O)OC)=C(C(=O)OC)[C@H]13
Calculated total energy = -47305.426 eV
Energy relative to the best compared isomer or geometry (same formula, charge and spin) = 0.004 eV


The following is a quantum chemistry calculation of 11 unconnected molecules or ions with the total composition H22O11, from the OMol25 dataset.

CARTESIAN COORDINATES (ANGSTROEM)
O  -1.58  2.56  0.76
H  -1.30  1.64  0.64
H  -1.67  2.65  1.72
O  1.63  -1.16  -2.92
H  2.27  -1.06  -2.19
H  1.94  -0.56  -3.61
O  -0.40  0.00  0.13
H  0.27  0.25  0.78
H  0.07  -0.58  -0.49
O  -3.10  0.25  -1.25
H  -2.74  -0.63  -1.40
H  -2.40  0.84  -1.53
O  -0.57  0.40  4.19
H  -0.27  -0.12  4.94
H  0.14  0.32  3.53
O  -2.68  -2.70  -1.14
H  -3.11  -3.45  -1.55
H  -1.75  -2.77  -1.40
O  -1.07  -0.39  -3.37
H  -0.14  -0.66  -3.31
H  -1.46  -0.99  -4.02
O  2.87  1.73  0.18
H  3.43  2.38  0.60
H  2.45  2.20  -0.56
O  1.51  0.44  2.35
H  1.83  1.06  1.68
H  2.24  0.36  2.98
O  -2.84  -0.03  2.45
H  -2.57  -0.14  1.53
H  -2.05  -0.17  3.00
O  3.46  -0.87  -0.92
H  4.41  -0.82  -1.06
H  3.17  0.04  -0.75

Spin multiplicity = 1
Orbital gap = 9.08 eV
Highest occupied orbital energy = -0.3573 Eh
Structure (SMILES) = O.O.O.O.O.O.O.O.O.O.O
Calculated total energy = -22880.114 eV
Energy relative to the best compared isomer or geometry (same formula, charge and spin) = 1.400 eV


The following is a quantum chemistry calculation of C5H8F2Si in the gas phase in a non-equilibrium geometry, from the OMol25 dataset.

CARTESIAN COORDINATES (ANGSTROEM)
C  0.16  -1.21  0.05
C  -0.31  0.01  0.06
C  1.62  -1.53  -0.03
C  1.26  1.40  -0.05
C  -1.63  0.66  0.08
F  3.57  0.17  1.27
F  3.66  0.17  -1.19
Si  2.58  0.11  0.01
H  -0.51  -2.07  0.09
H  1.90  -2.21  0.78
H  1.82  -2.09  -0.95
H  1.03  1.88  -0.98
H  1.09  2.03  0.81
H  -2.42  -0.06  0.31
H  -1.83  1.09  -0.90
H  -1.65  1.45  0.82

Spin multiplicity = 1
Orbital gap = 10.48 eV
Highest occupied orbital energy = -0.3573 Eh
Calculated total energy = -18629.464 eV
Energy relative to the best compared isomer or geometry (same formula, charge and spin) = 0.000 eV


The following is a quantum chemistry calculation of a molecular structure, C41H59CoN7O3P, from the OMol25 dataset.

CARTESIAN COORDINATES (ANGSTROEM)
Co  0.61  -1.66  0.32
C  -0.97  -2.98  -2.09
O  -1.09  -2.57  -0.73
C  -1.62  -3.58  0.12
C  -1.88  -2.92  1.45
O  -0.65  -2.29  1.85
C  -0.82  -1.46  3.01
H  -1.96  -3.15  -2.51
H  -0.37  -3.89  -2.17
H  -0.46  -2.18  -2.62
H  -0.91  -4.41  0.22
H  -2.56  -3.98  -0.29
H  -2.19  -3.63  2.21
H  -2.64  -2.14  1.34
H  -1.12  -2.06  3.86
H  -1.58  -0.70  2.80
H  0.13  -0.97  3.21
C  5.69  -4.50  -2.73
N  4.54  -4.33  -1.86
N  3.64  -3.30  -2.02
C  2.71  -3.37  -1.03
O  1.76  -2.52  -0.99
C  3.04  -4.47  -0.23
C  4.18  -5.04  -0.78
C  4.96  -6.23  -0.33
C  3.70  -2.37  -3.11
C  4.06  -1.06  -2.85
C  4.11  -0.15  -3.89
C  3.82  -0.57  -5.18
C  3.46  -1.89  -5.43
C  3.39  -2.80  -4.39
H  5.97  -3.54  -3.13
H  5.47  -5.19  -3.54
H  6.52  -4.89  -2.13
H  2.51  -4.83  0.63
H  4.45  -6.72  0.49
H  5.95  -5.93  0.02
H  5.09  -6.94  -1.14
H  4.31  -0.76  -1.84
H  4.39  0.88  -3.70
H  3.87  0.14  -6.00
H  3.22  -2.21  -6.44
H  3.10  -3.83  -4.56
N  7.11  -1.01  3.92
C  6.07  -1.06  3.43
C  4.78  -1.14  2.81
C  4.43  -0.25  1.80
C  3.18  -0.38  1.23
N  2.30  -1.31  1.59
C  2.65  -2.17  2.57
C  3.87  -2.12  3.20
H  5.10  0.53  1.47
H  2.88  0.30  0.44
H  1.91  -2.91  2.84
H  4.11  -2.82  3.98
N  0.12  0.22  -0.26
C  0.77  0.94  -0.94
N  1.37  1.75  -1.71
C  2.63  2.05  -1.38
N  3.72  2.31  -1.10
C  -5.52  2.30  3.61
C  -4.11  2.07  4.13
C  -3.07  2.51  3.09
C  -3.55  2.21  1.65
C  -4.51  1.01  1.66
C  -5.80  1.39  2.40
P  -2.15  2.03  0.51
C  -2.61  1.93  -1.24
C  -3.65  3.02  -1.64
C  -5.03  2.42  -1.86
C  -5.03  1.39  -2.99
C  -3.69  0.64  -3.08
C  -3.04  0.52  -1.71
C  -0.86  3.29  0.71
C  0.09  3.10  1.90
C  1.35  3.94  1.66
C  1.02  5.26  0.93
C  -0.40  5.72  1.26
C  -1.43  4.73  0.69
H  -5.63  3.35  3.32
H  -6.26  2.12  4.38
H  -3.99  1.01  4.37
H  -3.94  2.62  5.06
H  -2.12  2.01  3.29
H  -2.88  3.58  3.19
H  -4.10  3.07  1.26
H  -4.01  0.17  2.16
H  -4.75  0.67  0.65
H  -6.31  0.48  2.71
H  -6.47  1.89  1.70
H  -1.66  2.16  -1.74
H  -3.30  3.49  -2.56
H  -3.69  3.83  -0.90
H  -5.74  3.22  -2.08
H  -5.39  1.97  -0.93
H  -5.24  1.88  -3.94
H  -5.84  0.67  -2.83
H  -3.00  1.18  -3.75
H  -3.83  -0.34  -3.53
H  -2.17  -0.13  -1.71
H  -3.76  0.08  -1.01
H  -0.27  3.15  -0.20
H  0.35  2.04  2.03
H  -0.41  3.42  2.81
H  2.08  3.38  1.09
H  1.81  4.16  2.63
H  1.11  5.12  -0.15
H  1.74  6.02  1.20
H  -0.59  6.71  0.86
H  -0.51  5.80  2.34
H  -1.68  5.00  -0.34
H  -2.36  4.80  1.27

Total charge = +2
Spin multiplicity = 5
Orbital gap (alpha / beta) = 8.46 / 6.68 eV
Highest occupied orbital energy (alpha / beta) = -0.4993 / -0.5004 Eh
Calculated total energy = -106949.516 eV
Energy relative to the best compared isomer or geometry (same formula, charge and spin) = 0.000 eV


Question: What is the energy relative to the best compared isomer or geometry (same formula, charge and spin) in the fifth record?
Answer: 0.000 eV